ORCA calculation (wB97M-V/def2-TZVPD) on a 2-piece molecular cluster, C4H9N2O2 overall.

Results
**Relative energy (zero: lowest compared OMol25 entry of this formula, charge and spin)**: 129.58 kcal/mol
**Total charge**: +1
**Highest occupied orbital energy**: -13.5 eV

Cartesian coordinates (Å):
C  -1.6490  -1.0531  0.7615
C  -0.0255  2.1597  -0.3085
C  1.4508  -1.1501  -0.4976
C  0.0732  0.7408  -0.7065
N  -0.7112  -0.9493  1.4684
N  1.1490  0.1366  -0.2669
O  -2.4950  -1.6928  0.1264
O  0.2478  -0.4388  1.9646
H  -0.4522  2.1396  0.7116
H  -0.8961  2.5106  -0.8758
H  0.8300  2.7211  -0.3055
H  2.4300  -1.0598  -0.8384
H  1.5461  -1.7636  0.4101
H  0.7902  -1.6327  -1.2221
H  -0.6197  0.0775  -1.1899
H  -3.4280  -1.4366  0.3979
H  1.7598  0.6908  0.3709

Atom charges from the Löwdin analysis, given in e for atoms 1 to 5:
1. C -0.20
2. C 0.01
3. C -0.07
4. C -0.04
5. N -0.06

***

ORCA calculation (wB97M-V/def2-TZVPD) on ArH30O15 as an isolated structure.

Results
**Relative energy (zero: lowest compared OMol25 entry of this formula, charge and spin)**: 12.69 kcal/mol
**Highest occupied orbital energy**: -9.4 eV

Cartesian coordinates (Å):
Ar  4.6031  13.6478  1.5085
O  3.4508  14.5322  5.0241
H  2.7706  14.2700  4.4038
H  4.0660  13.7988  5.0299
O  5.5616  17.4060  2.3428
H  5.4123  18.3425  2.4726
H  4.7613  16.9890  2.6621
O  7.8838  14.6439  2.3540
H  8.1593  15.5005  2.0274
H  7.5470  14.8190  3.2327
O  5.2447  10.4006  3.6729
H  5.3935  11.0949  4.3148
H  6.1032  10.2523  3.2764
O  6.1615  13.9326  -1.7975
H  5.4907  13.3152  -2.0891
H  6.6300  13.4681  -1.1040
O  4.1760  10.7511  -0.0697
H  3.7564  11.5708  -0.3311
H  3.7421  10.5098  0.7487
O  3.0319  10.1639  2.3115
H  2.7364  9.3071  2.6196
H  3.8676  10.3039  2.7566
O  3.5121  16.0401  -1.7988
H  3.1372  15.2772  -1.3587
H  4.3900  16.1244  -1.4269
O  7.9413  12.9581  0.2270
H  8.8392  13.1029  -0.0717
H  7.8236  13.5811  0.9441
O  6.9506  10.2800  -0.4813
H  6.0677  10.4822  -0.1720
H  7.4537  11.0757  -0.3082
O  3.0417  16.9480  3.5716
H  3.1439  16.1412  4.0765
H  2.5463  17.5303  4.1475
O  1.2397  15.3171  1.5873
H  1.8816  15.8886  2.0086
H  1.2609  14.5111  2.1032
O  2.0147  13.8192  -0.6154
H  1.4931  14.3433  -0.0076
H  1.7800  12.9134  -0.4136
O  1.4786  12.8448  2.9464
H  0.6412  12.6748  3.3778
H  1.9065  11.9894  2.9074
O  5.8469  17.1387  -0.4257
H  6.5685  16.7622  -0.9294
H  6.0915  16.9947  0.4885

Atom charges from the Löwdin analysis, given in e for atoms 1 to 5:
1. Ar 0.22
2. O -0.04
3. H 0.01
4. H 0.04
5. O -0.05

***

ORCA calculation (wB97M-V/def2-TZVPD) on C23H32IrN3OS as an isolated structure.

Results
**Relative energy (zero: lowest compared OMol25 entry of this formula, charge and spin)**: 0.00 kcal/mol
**Total charge**: +2
**Highest occupied orbital energy**: -14.2 eV

Cartesian coordinates (Å):
Ir  -0.0973  -0.4961  -0.7021
N  -1.8404  -1.2063  -1.7380
C  -1.8909  -2.6819  -2.0361
C  -0.6255  -3.3960  -1.5744
C  0.4993  -3.4065  -2.6108
C  0.8313  -2.0549  -3.2147
N  1.2521  -1.0656  -2.1837
H  -2.6016  -0.9968  -1.0960
H  -2.0577  -0.6721  -2.5740
H  -2.0443  -2.8199  -3.1062
H  -2.7640  -3.0945  -1.5348
H  -0.8741  -4.4279  -1.3240
H  -0.2862  -2.9557  -0.6222
H  0.2012  -4.0556  -3.4370
H  1.3960  -3.8600  -2.1814
H  -0.0306  -1.6293  -3.7310
H  1.6282  -2.1548  -3.9517
H  1.5329  -0.2107  -2.6647
H  2.1038  -1.4097  -1.7384
C  -0.4366  3.2537  -2.7466
C  0.6203  3.9716  -2.2026
C  1.4398  3.3856  -1.2510
C  1.1979  2.0779  -0.8367
C  0.1241  1.3580  -1.3764
C  -0.6844  1.9453  -2.3390
C  1.9582  1.3612  0.1871
C  3.0848  1.8592  0.8670
C  3.6914  1.0795  1.8060
C  3.1714  -0.1975  2.1174
C  3.7484  -1.0320  3.1018
C  3.1954  -2.2468  3.3904
C  2.0315  -2.6671  2.7161
C  1.4538  -1.8839  1.7533
C  2.0252  -0.6396  1.4229
N  1.4709  0.1485  0.4421
H  -1.0714  3.7114  -3.4939
H  0.8071  4.9867  -2.5239
H  2.2625  3.9514  -0.8337
H  -1.5177  1.4045  -2.7717
H  3.4607  2.8432  0.6304
H  4.5715  1.4318  2.3296
H  4.6319  -0.6868  3.6233
H  3.6370  -2.8836  4.1439
H  1.5820  -3.6169  2.9735
H  0.5292  -2.2040  1.2868
C  -4.6859  -0.0782  1.7797
C  -3.4889  0.7816  2.1499
S  -2.4444  1.0944  0.7135
O  -1.3605  -0.0135  0.8738
C  -1.6392  2.6320  1.1897
C  -0.8146  2.5254  2.4600
H  -5.3232  -0.2031  2.6534
H  -4.3776  -1.0738  1.4557
H  -5.2831  0.3822  0.9933
H  -2.8284  0.2914  2.8673
H  -3.7836  1.7523  2.5508
H  -2.4588  3.3511  1.2617
H  -1.0344  2.9082  0.3226
H  -1.4356  2.3891  3.3444
H  -0.2488  3.4468  2.5915
H  -0.1097  1.6966  2.3976

Atom charges from the Löwdin analysis, given in e for atoms 1 to 5:
1. Ir 1.24
2. N -0.07
3. C -0.18
4. C -0.19
5. C -0.17

***

> The highest highest occupied orbital energy belongs to which entry?

ArH30O15

***

> The lowest highest occupied orbital energy belongs to which entry?

C23H32IrN3OS

***

What did the first record say?
ORCA calculation (wB97M-V/def2-TZVPD) on a 2-piece molecular cluster, C4H9N2O2 overall.

Results
**Relative energy (zero: lowest compared OMol25 entry of this formula, charge and spin)**: 129.58 kcal/mol
**Total charge**: +1
**Highest occupied orbital energy**: -13.5 eV

Cartesian coordinates (Å):
C  -1.6490  -1.0531  0.7615
C  -0.0255  2.1597  -0.3085
C  1.4508  -1.1501  -0.4976
C  0.0732  0.7408  -0.7065
N  -0.7112  -0.9493  1.4684
N  1.1490  0.1366  -0.2669
O  -2.4950  -1.6928  0.1264
O  0.2478  -0.4388  1.9646
H  -0.4522  2.1396  0.7116
H  -0.8961  2.5106  -0.8758
H  0.8300  2.7211  -0.3055
H  2.4300  -1.0598  -0.8384
H  1.5461  -1.7636  0.4101
H  0.7902  -1.6327  -1.2221
H  -0.6197  0.0775  -1.1899
H  -3.4280  -1.4366  0.3979
H  1.7598  0.6908  0.3709

Atom charges from the Löwdin analysis, given in e for atoms 1 to 5:
1. C -0.20
2. C 0.01
3. C -0.07
4. C -0.04
5. N -0.06